C40H51BrN5O2STi as an isolated structure, computed with wB97M-V/def2-TZVPD.

Output
Kohn-Sham gap in eV: 7.071
LUMO level in eV: -3.39
Charge: +1
E_HOMO in Ha: -0.3844

Each line ends with the Mulliken charge.
Atoms and positions in Å:
Ti (-0.12249, -0.51665, -1.68666)  -0.4117
N (0.81950, -4.17294, -4.19485)  -0.4304
C (0.55010, -2.97072, -3.63646)  0.6212
S (0.36584, -2.92988, -1.91004)  -0.5350
N (0.43962, -1.94314, -4.42458)  -1.3672
N (0.16771, -0.77423, -3.72729)  1.1147
C (0.35459, 0.28833, -4.44353)  -0.5639
C (0.02758, 1.64489, -4.08882)  1.1760
C (0.39171, 2.67054, -4.97598)  -0.7873
C (-0.02781, 3.96555, -4.76753)  -0.8017
C (-0.86383, 4.24920, -3.68625)  -0.5152
C (-1.25724, 3.26086, -2.80636)  -0.3770
C (-0.77976, 1.96181, -2.98247)  -0.0273
O (-1.12360, 1.00175, -2.12602)  -0.3334
H (1.09617, -4.94033, -3.60828)  0.2219
H (1.09292, -4.18536, -5.16402)  0.2363
H (0.76333, 0.11686, -5.43866)  0.3958
H (1.00650, 2.42514, -5.83234)  0.4382
H (0.26786, 4.75103, -5.44541)  0.4367
H (-1.21282, 5.26095, -3.53344)  0.4330
H (-1.89407, 3.47262, -1.95905)  0.5430
C (-0.56930, -0.89356, 5.29608)  -1.5964
C (-1.17253, -2.05164, 4.48672)  1.9668
C (-0.47445, -3.36507, 4.85996)  -1.6379
C (-2.65716, -2.16766, 4.82051)  -2.1554
C (-0.93469, -1.77018, 3.01149)  0.4143
C (0.36659, -1.66557, 2.51753)  -0.5661
C (0.57989, -1.37870, 1.18905)  -1.8372
N (-0.42492, -1.22284, 0.32075)  1.1740
C (-1.68510, -1.36433, 0.75677)  -0.2652
C (-1.96728, -1.60487, 2.09482)  -0.6337
C (-2.72441, -1.30872, -0.30153)  -0.1069
C (-4.08382, -1.34097, -0.04972)  -0.5032
C (-4.98680, -1.36728, -1.11489)  0.4531
C (-4.44486, -1.35237, -2.39738)  -0.8051
C (-3.07247, -1.26775, -2.56816)  -0.7506
N (-2.22992, -1.24720, -1.54236)  0.6756
C (-6.48395, -1.41417, -0.84040)  1.8385
C (-6.80006, -2.70606, -0.07145)  -1.5358
C (-6.86865, -0.19981, 0.01329)  -1.5888
C (-7.30282, -1.39387, -2.12903)  -2.1934
H (-0.73209, -1.06718, 6.35868)  0.4657
H (-1.03466, 0.05556, 5.03248)  0.3505
H (0.50313, -0.80291, 5.13396)  0.3546
H (-0.63413, -3.57476, 5.91636)  0.4732
H (0.59972, -3.31832, 4.69251)  0.3194
H (-0.87095, -4.20082, 4.28462)  0.3828
H (-2.76810, -2.37237, 5.88352)  0.4184
H (-3.13695, -2.98188, 4.27915)  0.4425
H (-3.19566, -1.24415, 4.61124)  0.4264
H (1.22305, -1.79184, 3.16176)  0.5489
H (1.57928, -1.25634, 0.78804)  0.7391
H (-2.99225, -1.69835, 2.40986)  0.6866
H (-4.44732, -1.35288, 0.96574)  0.5044
H (-5.07166, -1.38290, -3.27379)  0.5463
H (-2.62643, -1.20484, -3.55574)  0.5587
H (-6.27023, -2.75162, 0.87839)  0.3334
H (-6.53139, -3.58793, -0.65156)  0.3628
H (-7.86683, -2.75346, 0.14289)  0.4498
H (-6.37811, -0.21350, 0.98442)  0.3338
H (-7.94240, -0.20370, 0.18906)  0.4604
H (-6.61056, 0.73335, -0.48504)  0.3604
H (-7.09325, -2.25760, -2.75926)  0.4120
H (-7.12596, -0.48999, -2.71111)  0.4382
H (-8.36314, -1.42183, -1.88077)  0.4400
C (6.52460, 2.06288, 2.18508)  -2.1142
C (6.52110, 1.11798, 0.98431)  1.8543
C (7.48896, 1.66949, -0.07139)  -1.6026
C (7.00697, -0.26004, 1.44831)  -1.6486
C (5.13428, 0.97689, 0.36800)  -0.6518
C (4.95885, 0.15045, -0.73857)  0.5265
C (3.70325, -0.02208, -1.29728)  -0.7194
Br (3.57322, -0.97985, -2.91570)  -0.1833
C (2.60278, 0.61358, -0.74014)  -0.3301
O (1.37328, 0.32063, -1.21423)  1.0015
C (2.75177, 1.55228, 0.28348)  -0.7805
C (4.02838, 1.68213, 0.82944)  -0.0579
C (1.63288, 2.51511, 0.69065)  2.7641
C (1.28866, 3.37057, -0.54455)  -1.6028
C (2.11845, 3.46277, 1.78833)  -2.6547
C (0.36452, 1.83613, 1.22590)  -1.4229
H (7.52953, 2.11102, 2.60140)  0.4334
H (5.85641, 1.72096, 2.97574)  0.4127
H (6.23738, 3.07682, 1.90921)  0.3938
H (8.48386, 1.78414, 0.35805)  0.4552
H (7.16040, 2.64327, -0.43415)  0.3601
H (7.57513, 1.00451, -0.92857)  0.3270
H (8.00086, -0.17650, 1.88483)  0.4638
H (7.06664, -0.96777, 0.62382)  0.3072
H (6.33933, -0.67752, 2.20234)  0.3673
H (5.79590, -0.35845, -1.19147)  0.4471
H (4.16225, 2.37646, 1.64336)  0.6988
H (2.15734, 3.94632, -0.85986)  0.4118
H (0.48921, 4.07173, -0.30416)  0.4654
H (0.95994, 2.76153, -1.39143)  0.0910
H (2.97875, 4.05055, 1.47510)  0.4722
H (2.37763, 2.93865, 2.70854)  0.4679
H (1.31523, 4.16184, 2.01945)  0.5167
H (-0.20262, 1.33238, 0.44820)  -0.0168
H (-0.28793, 2.59928, 1.65152)  0.7503
H (0.59454, 1.11850, 2.01709)  0.1759

C40H51N3OsP2Si2 as an isolated structure, computed with wB97M-V/def2-TZVPD.

Output
Kohn-Sham gap (alpha / beta) in eV: 7.686 / 6.673
LUMO level (alpha / beta) in eV: -5.59 / -6.89
⟨S²⟩: 6.024
Charge: +2
2S+1: 5
E_HOMO (alpha / beta) in Ha: -0.4880 / -0.4983

Each line ends with the Mulliken charge.
Atoms and positions in Å:
Os (-0.68419, -0.20097, -0.63706)  1.2855
C (4.18529, 0.81980, -1.82825)  -1.1321
Si (3.07138, -0.63997, -1.41316)  0.3500
C (2.35754, -1.40737, -2.98305)  -1.0996
C (4.11747, -1.91047, -0.49036)  -0.9711
N (1.66741, -0.12356, -0.46692)  -0.3511
P (1.40938, -0.51610, 1.07285)  1.0455
C (-0.28366, 0.03883, 1.32898)  -0.9795
P (-0.48831, 1.84471, 1.19265)  1.0453
N (-0.37228, 2.13276, -0.36373)  0.0776
Si (-0.55523, 2.81121, -1.93661)  0.3269
C (1.11691, 3.20922, -2.68685)  -1.0869
C (-1.69731, 4.29474, -1.98257)  -1.1901
C (-1.25524, 1.38154, -3.00555)  -0.8504
C (0.63285, 2.87033, 2.14701)  0.7393
C (1.45978, 3.75973, 1.46825)  -0.4573
C (2.26463, 4.62970, 2.18479)  -0.7082
C (2.25025, 4.59645, 3.57118)  -0.5637
C (1.43232, 3.69878, 4.24749)  -0.7712
C (0.61614, 2.83492, 3.53904)  -0.5706
C (-2.12249, 2.19016, 1.87978)  0.3046
C (-2.81525, 1.25543, 2.64062)  0.1403
C (-4.03074, 1.60016, 3.21274)  -0.7125
C (-4.55481, 2.87037, 3.01848)  -0.5875
C (-3.87088, 3.79742, 2.24122)  -0.8543
C (-2.65194, 3.46328, 1.67581)  -0.7626
C (2.53108, 0.05621, 2.35064)  0.9517
C (2.27415, -0.32166, 3.66964)  -1.1780
C (3.15377, 0.05016, 4.67073)  -0.9044
C (4.26780, 0.81855, 4.36033)  -0.7254
C (4.49832, 1.23118, 3.05532)  -0.6767
C (3.62865, 0.85070, 2.04537)  -0.2866
C (1.41182, -2.35329, 1.23603)  1.1069
C (2.06092, -3.02741, 2.26664)  -0.8255
C (2.13356, -4.41383, 2.26988)  -0.8864
C (1.58160, -5.15020, 1.23534)  -0.9403
C (0.95657, -4.49285, 0.18326)  -1.0434
C (0.88182, -3.10974, 0.18853)  -0.6714
H (4.93492, 0.47504, -2.54521)  0.4080
H (4.72452, 1.19625, -0.95780)  0.3418
H (3.65646, 1.65656, -2.28109)  0.3365
H (3.08404, -1.34230, -3.79579)  0.4398
H (1.44732, -0.90226, -3.31861)  0.2444
H (2.12751, -2.46539, -2.83815)  0.2420
H (5.06785, -2.05402, -1.00842)  0.5040
H (3.62889, -2.88384, -0.42841)  0.2297
H (4.34660, -1.58411, 0.52715)  0.2896
H (1.71817, 3.87717, -2.06768)  0.3665
H (0.97667, 3.69677, -3.65483)  0.4628
H (1.68271, 2.29203, -2.85126)  0.0293
H (-1.20744, 5.16237, -1.53560)  0.3597
H (-2.64521, 4.13139, -1.46760)  0.3423
H (-1.91561, 4.54276, -3.02417)  0.4256
H (-0.82076, 0.39431, -2.72542)  0.1164
H (-0.97148, 1.52250, -4.05029)  0.5890
H (-2.34049, 1.28313, -2.97260)  0.3865
H (1.44796, 3.77061, 0.38489)  0.1722
H (2.90087, 5.33332, 1.66407)  0.4666
H (2.87984, 5.27828, 4.12820)  0.4432
H (1.43191, 3.68457, 5.32952)  0.4703
H (-0.04899, 2.15527, 4.06044)  0.4362
H (-2.39818, 0.26495, 2.78376)  0.4228
H (-4.56914, 0.88014, 3.81535)  0.4665
H (-5.49013, 3.14918, 3.48536)  0.4449
H (-4.28367, 4.78633, 2.09042)  0.4815
H (-2.10162, 4.18838, 1.08568)  0.4445
H (1.39288, -0.91109, 3.90055)  0.7091
H (2.97429, -0.25578, 5.69306)  0.4861
H (4.95864, 1.10549, 5.14240)  0.4626
H (5.35791, 1.84531, 2.82206)  0.4929
H (3.79496, 1.15887, 1.02120)  0.1996
H (2.53461, -2.47097, 3.06452)  0.5825
H (2.64561, -4.92143, 3.07663)  0.4841
H (1.66560, -6.22924, 1.23091)  0.4665
H (0.57292, -5.05335, -0.66238)  0.6507
H (0.45487, -2.60350, -0.67060)  0.2109
C (-3.54219, -4.48848, 1.88368)  -0.7529
N (-2.95842, -4.44654, 0.51313)  0.2147
C (-3.83056, -5.07372, -0.52015)  -0.7652
C (-2.42116, -3.10202, 0.11276)  -0.9485
C (-3.34120, -1.90321, -0.04351)  2.6950
C (-4.71764, -1.90893, 0.14161)  -0.7129
C (-5.46849, -0.74543, 0.01893)  -1.4965
C (-4.84011, 0.44037, -0.30360)  -1.1882
C (-3.46799, 0.44460, -0.50839)  -0.0832
C (-2.68345, -0.71102, -0.38580)  -0.4233
H (-3.78293, -5.51753, 2.14030)  0.4295
H (-4.44242, -3.89069, 1.93862)  0.3659
H (-2.81634, -4.09902, 2.59427)  0.2794
H (-2.12226, -5.03137, 0.56013)  0.3255
H (-4.72769, -4.48678, -0.67345)  0.3657
H (-4.10954, -6.07555, -0.20159)  0.4223
H (-3.28664, -5.13842, -1.45996)  0.3179
H (-1.90770, -3.26258, -0.83646)  0.5497
H (-1.66272, -2.84595, 0.85444)  0.2679
H (-5.25622, -2.81293, 0.37993)  0.2641
H (-6.53770, -0.78139, 0.17854)  0.4222
H (-5.40103, 1.36122, -0.39341)  0.5519
H (-3.00485, 1.39490, -0.75339)  0.2046

In the order shown, the computed relative energy (zero: lowest compared OMol25 entry of this formula, charge and spin) values come out to 19.00; 54.68 kJ/mol.